[1]
Molecular formula: C2H6ClNO
Method: DFT, ωB97M-V/def2-TZVPD

Output
- Lowest unoccupied orbital energy: 0.74 eV
- Highest occupied orbital energy: -9.39 eV
- HOMO-LUMO gap: 10.137 eV
- Max |F|: 6.11 eV/A
- M: 95.53 g/mol
- ΔE to the lowest compared entry with this formula, charge and spin: 56.3 kcal/mol

```
11
C2H6ClNO (ωB97M-V/def2-TZVPD)
C -0.092 0.678 -0.612
O -1.070 0.435 -1.508
H -0.509 0.163 -2.283
H 0.381 0.574 1.417
H -1.258 1.491 0.953
H 1.976 -0.535 -0.841
C -0.566 0.544 0.796
H -1.055 -0.406 0.886
N 1.129 -0.953 -0.940
H 0.942 -1.257 0.054
Cl 0.898 2.031 -0.994
```

---

[2]
Molecular formula: C2H6ClNO2P
Method: DFT, ωB97M-V/def2-TZVPD

Output
- Lowest unoccupied orbital energy: -4.53 eV
- Structure (SMILES): [NH2+]=[P@@H](O)CC(=O)Cl
- Charge: +1
- Highest occupied orbital energy: -15.16 eV
- HOMO-LUMO gap: 10.631 eV
- Max |F|: 4.92 eV/A
- M: 142.50 g/mol

```
13
C2H6ClNO2P (ωB97M-V/def2-TZVPD)
H -0.417 -2.165 -0.229
H -0.831 1.512 0.933
O 1.938 -0.811 1.038
C -0.450 -1.134 0.257
H -1.459 0.339 -1.895
H 0.852 0.416 -2.819
Cl 0.281 -0.717 3.101
H -1.430 -1.000 0.858
C 0.737 -0.890 1.320
O 1.052 0.313 -1.851
P -0.384 0.314 -0.952
N -0.438 1.783 0.004
H 0.549 2.039 0.234
```

---

[3]
Molecular formula: C2H6ClOP
Method: DFT, ωB97M-V/def2-TZVPD

Output
- Lowest unoccupied orbital energy (spin up / spin down): -1.90 / -0.18 eV
- Highest occupied orbital energy (spin up / spin down): -9.22 / -9.18 eV
- HOMO-LUMO gap (spin up / spin down): 7.317 / 9.004 eV
- Max |F|: 2.81 eV/A
- M: 112.50 g/mol
- ΔE to the lowest compared entry with this formula, charge and spin: 82.6 kcal/mol

```
11
C2H6ClOP (ωB97M-V/def2-TZVPD)
H 0.113 -1.336 1.451
C -0.677 -1.788 0.811
Cl -2.061 0.976 0.476
P -0.968 -0.490 -0.503
C 1.741 2.001 -0.553
H 1.800 1.597 0.425
H -0.373 -2.738 0.158
H 2.232 1.675 -1.475
O -1.750 -1.059 -1.625
H -1.505 -1.905 1.480
H 1.448 3.066 -0.645
```

---

[4]
Molecular formula: C2H6ClOPS
Method: DFT, ωB97M-V/def2-TZVPD

Output
- Lowest unoccupied orbital energy: -2.64 eV
- Highest occupied orbital energy: -8.16 eV
- HOMO-LUMO gap: 5.519 eV
- Max |F|: 3.26 eV/A
- M: 144.56 g/mol
- ΔE to the lowest compared entry with this formula, charge and spin: 64.7 kcal/mol

```
12
C2H6ClOPS (ωB97M-V/def2-TZVPD)
Cl -1.792 2.685 0.106
H 0.921 0.172 1.331
O -3.303 -1.864 -0.103
C 0.266 0.382 0.550
S -1.216 -0.496 1.149
H 0.840 -0.944 -1.173
C 0.829 0.098 -0.747
H -0.142 1.383 0.517
H 1.826 0.462 -0.728
H -3.443 -1.679 0.875
H 0.307 0.763 -1.467
P -1.969 -0.987 -0.631
```

---

[5]
Molecular formula: C2H6ClOZn
Method: DFT, ωB97M-V/def2-TZVPD

Output
- Lowest unoccupied orbital energy: -9.56 eV
- Charge: +1
- Highest occupied orbital energy: -12.61 eV
- HOMO-LUMO gap: 3.058 eV
- Max |F|: 2.41 eV/A
- M: 146.91 g/mol
- ΔE to the lowest compared entry with this formula, charge and spin: 0.0 kcal/mol

```
11
C2H6ClOZn (ωB97M-V/def2-TZVPD)
H 0.570 0.242 -1.233
Zn 0.305 -0.055 -5.182
Cl 0.024 -1.265 -3.295
H 0.541 -1.148 0.683
H -0.799 1.385 1.779
H -1.026 -0.508 0.108
H -0.646 -0.244 2.651
C -0.075 -0.245 0.585
C -0.251 0.452 1.916
O 0.660 0.567 -0.339
H 0.696 0.818 2.325
```

---

[6]
Molecular formula: C2H6CrO10P2
Method: DFT, ωB97M-V/def2-TZVPD

Output
- Lowest unoccupied orbital energy (spin up / spin down): 5.02 / 4.45 eV
- Charge: -2
- Spin multiplicity: 5
- Highest occupied orbital energy (spin up / spin down): -0.25 / -0.30 eV
- HOMO-LUMO gap (spin up / spin down): 5.262 / 4.751 eV
- Max |F|: 8.17 eV/A
- M: 304.00 g/mol

```
21
C2H6CrO10P2 (ωB97M-V/def2-TZVPD)
H -2.289 -0.642 -0.853
H -0.310 -1.697 -1.598
O 2.270 1.139 1.114
O -0.611 1.528 -0.149
H -2.311 1.766 -1.303
P -0.724 -1.245 2.377
H -0.816 2.414 0.159
O 2.071 0.428 -1.008
C -1.552 -0.247 -1.551
O -0.070 -1.779 1.112
O 4.682 0.187 -0.137
H -1.822 -0.390 -2.597
C -1.340 1.274 -1.348
O -2.230 -0.971 2.327
O -0.503 -2.056 3.667
O -0.319 -0.798 -1.260
O 0.092 -0.016 2.261
Cr 0.829 -0.118 0.454
O 2.607 -0.947 0.446
P 3.130 0.417 0.041
H -0.786 1.753 -2.155
```

---

[7]
Molecular formula: C2H6F2NP
Method: DFT, ωB97M-V/def2-TZVPD

Output
- Lowest unoccupied orbital energy (spin up / spin down): -0.28 / -0.30 eV
- Highest occupied orbital energy (spin up / spin down): -8.89 / -7.72 eV
- HOMO-LUMO gap (spin up / spin down): 8.611 / 7.422 eV
- Max |F|: 3.79 eV/A
- M: 113.05 g/mol
- ΔE to the lowest compared entry with this formula, charge and spin: 71.6 kcal/mol

```
12
C2H6F2NP (ωB97M-V/def2-TZVPD)
N 0.575 0.422 -0.512
F 2.792 -0.630 1.088
H 1.105 -1.062 -1.803
H 0.150 2.046 0.839
H -0.378 -1.144 -1.169
C 0.577 -0.937 -0.892
H -1.214 1.115 0.583
C -0.181 0.975 0.626
F 3.611 -0.078 -0.997
H 0.196 0.466 1.484
H 0.838 -1.684 -0.107
P 3.083 0.718 0.268
```

---

[8]
Molecular formula: C2H6FN
Method: DFT, ωB97M-V/def2-TZVPD

Output
- Lowest unoccupied orbital energy: 1.10 eV
- Structure (SMILES): C[C@@H](N)F
- Highest occupied orbital energy: -10.20 eV
- HOMO-LUMO gap: 11.299 eV
- Max |F|: 6.19 eV/A
- M: 63.08 g/mol
- ΔE to the lowest compared entry with this formula, charge and spin: 7.9 kcal/mol

```
10
C2H6FN (ωB97M-V/def2-TZVPD)
H -1.400 1.184 -0.552
H 0.819 1.268 0.385
H -0.943 -0.087 -1.606
C 0.516 0.290 -0.081
H -1.394 -0.596 -0.047
N 0.731 -0.750 0.853
H 0.048 -1.267 1.251
C -0.932 0.227 -0.617
F 1.257 0.121 -1.284
H 1.299 -0.390 1.697
```

---

[9]
Molecular formula: C2H6FN
Method: DFT, ωB97M-V/def2-TZVPD

Output
- Lowest unoccupied orbital energy: 1.16 eV
- Structure (SMILES): C[C@@H](N)F
- Highest occupied orbital energy: -10.50 eV
- HOMO-LUMO gap: 11.656 eV
- Max |F|: 3.36 eV/A
- M: 63.08 g/mol
- ΔE to the lowest compared entry with this formula, charge and spin: 5.6 kcal/mol

```
10
C2H6FN (ωB97M-V/def2-TZVPD)
H -0.478 1.807 0.290
H -0.641 1.298 -1.380
N 0.099 -1.021 0.843
F 1.210 -0.673 -1.348
H 1.362 0.561 0.400
H -0.742 -1.437 0.473
C 0.522 -0.010 -0.049
C -0.605 0.888 -0.331
H -1.453 0.278 -0.057
H 0.727 -1.691 1.157
```

---

[10]
Molecular formula: C2H6FN
Method: DFT, ωB97M-V/def2-TZVPD

Output
- Lowest unoccupied orbital energy: 1.10 eV
- Highest occupied orbital energy: -11.06 eV
- HOMO-LUMO gap: 12.169 eV
- Max |F|: 3.66 eV/A
- M: 63.08 g/mol
- ΔE to the lowest compared entry with this formula, charge and spin: 42.2 kcal/mol

```
10
C2H6FN (ωB97M-V/def2-TZVPD)
H 0.188 0.577 1.292
F 0.600 -0.025 -1.406
C -0.770 0.631 0.633
H -0.761 1.671 0.355
C -0.442 -0.327 -0.497
H -0.351 -2.156 -1.016
H 1.756 0.695 -0.246
H 2.264 0.146 -0.032
H -1.561 0.252 1.305
N -0.923 -1.465 -0.388
```

---

- Look up the max |F| of the second one.
  4.92 eV/A

---

Please write out number 8 again, unchanged.
Molecular formula: C2H6FN
Method: DFT, ωB97M-V/def2-TZVPD

Output
- Lowest unoccupied orbital energy: 1.10 eV
- Structure (SMILES): C[C@@H](N)F
- Highest occupied orbital energy: -10.20 eV
- HOMO-LUMO gap: 11.299 eV
- Max |F|: 6.19 eV/A
- M: 63.08 g/mol
- ΔE to the lowest compared entry with this formula, charge and spin: 7.9 kcal/mol

```
10
C2H6FN (ωB97M-V/def2-TZVPD)
H -1.400 1.184 -0.552
H 0.819 1.268 0.385
H -0.943 -0.087 -1.606
C 0.516 0.290 -0.081
H -1.394 -0.596 -0.047
N 0.731 -0.750 0.853
H 0.048 -1.267 1.251
C -0.932 0.227 -0.617
F 1.257 0.121 -1.284
H 1.299 -0.390 1.697
```

---

Please write out number 1 again, unchanged.
Molecular formula: C2H6ClNO
Method: DFT, ωB97M-V/def2-TZVPD

Output
- Lowest unoccupied orbital energy: 0.74 eV
- Highest occupied orbital energy: -9.39 eV
- HOMO-LUMO gap: 10.137 eV
- Max |F|: 6.11 eV/A
- M: 95.53 g/mol
- ΔE to the lowest compared entry with this formula, charge and spin: 56.3 kcal/mol

```
11
C2H6ClNO (ωB97M-V/def2-TZVPD)
C -0.092 0.678 -0.612
O -1.070 0.435 -1.508
H -0.509 0.163 -2.283
H 0.381 0.574 1.417
H -1.258 1.491 0.953
H 1.976 -0.535 -0.841
C -0.566 0.544 0.796
H -1.055 -0.406 0.886
N 1.129 -0.953 -0.940
H 0.942 -1.257 0.054
Cl 0.898 2.031 -0.994
```

---

- Among the records above, which one has the lowest max |F|?
  C2H6ClOZn